Record 1
Here is a cluster of 3 separate species, C2H13N2O2 in total at a distorted geometry from the OMol25 dataset. Energies are from wB97M-V/def2-TZVPD.

Geometry (Å):
N -0.1797 -1.0217 0.9238
C 0.3420 0.1845 0.1620
C 1.6507 0.0321 -0.5913
N 2.1286 -1.3380 -0.4893
H 0.2036 -1.1130 1.8540
H -1.1917 -0.9393 0.9918
H 0.0069 -1.8870 0.4100
H -0.4980 0.4032 -0.5006
H 0.2373 1.0208 0.8520
H 1.5831 0.4148 -1.6083
H 2.3419 0.6496 -0.0054
H 1.8057 -1.8526 -1.3090
H 3.1207 -1.5302 -0.5323
H -3.1294 -0.6072 -1.2826
H -3.0965 -0.9481 0.2409
O -2.5771 -0.9413 -0.5727
H -0.1508 3.6587 0.4834
H -1.4817 3.2320 0.7167
O -0.6345 2.8459 0.4935

Calculated values
Charge: +1
Molecular weight (g/mol): 97.14
Orbital gap (eV): 10.58

=====

Record 2
Here is a cluster of 4 separate species, C2H13N2O3 in total at a distorted geometry from the OMol25 dataset. Energies are from wB97M-V/def2-TZVPD.

Geometry (Å):
C 1.0870 0.3836 0.7711
C 2.0909 -0.3228 0.2462
N 3.2878 -0.4742 0.8635
N -0.2407 0.5080 0.1525
H 1.1611 0.7701 1.7739
H 1.9248 -1.1032 -0.4898
H 4.0943 -0.8688 0.4120
H 3.5505 0.1065 1.6409
H -0.2966 1.4240 -0.2726
H -0.9603 0.2834 0.8542
H -0.3278 -0.1636 -0.6149
H -2.5681 -0.5261 2.7276
H -2.6434 1.0499 2.3560
O -2.3607 0.1658 2.0991
H -3.0388 1.7004 -1.4460
H -2.6505 0.2869 -1.8298
O -2.3827 1.0182 -1.2629
H -0.6583 -1.6140 -2.4349
H 0.7147 -1.3995 -3.1744
O 0.2168 -1.2246 -2.3718

Calculated values
Charge: +1
Molecular weight (g/mol): 113.14
Orbital gap (eV): 9.24

=====

Record 3
Here is a cluster of 4 separate species, C2H13N3O3 in total at a distorted geometry from the OMol25 dataset. Energies are from wB97M-V/def2-TZVPD.

Geometry (Å):
C 1.2185 0.8826 -1.7063
N 0.3382 0.2802 -0.6442
C -0.8054 1.0288 -0.3141
N -1.3240 0.9355 1.0079
N -1.4919 1.8046 -1.1646
H 0.5922 0.9325 -2.6639
H 1.5779 1.9730 -1.4279
H 2.1129 0.2446 -1.8242
H 0.7878 -0.0085 0.1618
H -1.8384 1.7168 1.2700
H -0.7129 0.7149 1.7428
H -2.1477 2.4031 -0.6732
H -2.0255 -1.6076 1.0778
H -1.7632 -2.9980 1.5743
O -1.4770 -2.1090 1.5764
H 0.1919 -0.4607 2.6431
H 1.5978 -0.7549 2.3580
O 1.0893 0.0235 2.4185
H 2.6213 -2.4086 -1.5609
H 1.4327 -2.0330 -2.5648
O 1.9425 -1.7050 -1.7929

Calculated values
Charge: -1
Molecular weight (g/mol): 127.14
Spin multiplicity: 2
Orbital gap (spin up / spin down) (eV): 2.68 / 8.96

=====

Record 4
Here is a cluster of 3 separate species, C2H13N9O in total at a distorted geometry from the OMol25 dataset. Energies are from wB97M-V/def2-TZVPD.

Geometry (Å):
C -3.2251 -0.5700 -0.4306
C 1.5980 0.2675 0.3339
N 0.6890 1.1709 0.6452
N -0.2927 1.8648 0.5257
N -4.1320 -1.0878 -1.2312
N 2.2734 0.1326 -0.7564
N -0.4721 3.1128 0.9066
N 4.6328 -0.8608 -0.7574
N -2.5705 -1.3061 0.5564
N -0.5852 -1.2803 1.8628
N -1.4107 -0.7436 1.1118
O -2.9480 0.6957 -0.6120
H 1.8232 -0.5530 1.0725
H -4.2130 -2.0333 -1.4290
H -4.5967 -0.3292 -1.8260
H 4.4951 -1.6663 -1.4135
H 3.2000 -0.4214 -0.8064
H 0.3742 3.7730 1.0831
H -1.3267 3.5874 0.7041
H 5.2739 -0.9868 0.0300
H 4.9849 0.0152 -1.1540
H -2.6295 -2.3316 0.6085
H 2.0681 0.8513 -1.3836
H -0.8582 -2.1507 2.2800
H -2.1523 0.8497 0.0795

Calculated values
Charge: +2
Molecular weight (g/mol): 179.19
Orbital gap (eV): 9.00

=====

Record 5
Here is the molecule C2H13NO2Si4 at a distorted geometry from the OMol25 dataset. Energies are from wB97M-V/def2-TZVPD.

Geometry (Å):
Si -3.5944 -1.0524 -0.4708
O -2.6181 -0.1214 0.5041
Si -1.4315 0.7571 1.0387
N 0.2864 0.3941 0.7682
C 1.0942 1.4155 0.2670
C 1.3918 1.2166 -1.2638
O 2.1024 0.0651 -1.3863
Si 2.8039 -1.1646 -0.6715
Si 1.0396 -1.5361 0.9139
H -2.5979 -1.3551 -1.5464
H -4.0805 -1.9845 0.4456
H -4.6922 -0.0244 -0.7672
H -1.6665 0.9822 2.4706
H -1.5135 2.1267 0.6122
H 2.1531 1.2937 0.6071
H 0.8749 2.4029 0.6089
H 0.4496 1.2804 -1.8725
H 2.0800 1.9874 -1.7084
H 2.8257 -2.1185 -1.8501
H 3.9996 -0.6794 0.0351
H 1.1949 -1.3749 2.5660
H -0.1015 -2.5103 0.6996

Calculated values
Molecular weight (g/mol): 195.48
SMILES string: [SiH3]O[SiH2]N1CCO[SiH2][SiH2]1
Orbital gap (eV): 8.51

=====

Record 6
Here is a cluster of 4 separate species, C2H13NO3 in total from the OMol25 dataset. Energies are from wB97M-V/def2-TZVPD.

Geometry (Å):
C -1.0138 -0.1005 2.9262
C 0.0541 0.4065 1.9260
N 0.3686 -0.6659 0.9686
H -0.5517 -0.5825 3.7868
H -1.6122 0.7236 3.3244
H -1.6600 -0.7795 2.3836
H -0.3397 1.2539 1.3738
H 0.9200 0.7211 2.5123
H 0.8664 -0.3062 0.1628
H 0.9982 -1.3255 1.4130
O 2.5455 -0.3772 -2.3402
H 1.6944 -0.8061 -2.4977
H 2.7111 0.1378 -3.1357
O -0.4384 -1.2416 -1.9590
H -0.8788 -2.0148 -2.3184
H -0.0309 -1.4512 -1.1103
O -1.4449 2.4432 -2.5099
H -1.2963 1.9302 -1.7118
H -0.8916 2.0346 -3.1944

Calculated values
Molecular weight (g/mol): 99.13
SMILES string: CCN.O.O.O
Orbital gap (eV): 10.31

=====

Record 7
Here is a cluster of 4 separate species, C2H13NO3S in total at a distorted geometry from the OMol25 dataset. Energies are from wB97M-V/def2-TZVPD.

Geometry (Å):
N -0.2485 -1.1421 1.0874
C 0.5596 -0.2004 0.3073
C 0.7023 1.0923 1.1033
S 1.6806 2.4201 0.3152
H -0.3792 -1.9847 0.5410
H 0.3304 -1.4649 1.8568
H 0.0066 0.0368 -0.5943
H 1.5472 -0.5525 0.0108
H -0.2582 1.4757 1.4296
H 1.2293 0.8513 2.0378
H 0.6807 3.3061 0.2724
O -0.9241 -1.9634 -2.3535
H -0.7474 -1.0192 -2.4516
H -1.5428 -2.1450 -3.0686
O -2.2560 0.3278 2.6650
H -1.6846 -0.2500 2.1288
H -3.0670 -0.1695 2.7985
O 1.1012 0.2726 -2.7146
H 1.9456 0.0069 -3.0995
H 1.3244 1.1022 -2.2719

Calculated values
Molecular weight (g/mol): 131.20
SMILES string: NCCS.O.O.O
Orbital gap (eV): 10.02

=====

Record 8
Here is a cluster of 4 separate species, C2H13NO3S in total at a distorted geometry from the OMol25 dataset. Energies are from wB97M-V/def2-TZVPD.

Geometry (Å):
C 0.4282 0.7049 1.4853
C 0.5026 -0.5815 0.6684
S 0.8459 -0.3916 -1.0752
N -0.3345 0.3652 2.6769
H -0.1691 1.4041 0.9033
H 1.3799 1.1592 1.7441
H -0.4396 -1.1121 0.7647
H 1.3540 -1.2150 0.9687
H 2.0485 0.1943 -0.8888
H -0.2921 1.1807 3.2896
H 0.1990 -0.3337 3.1881
H -4.1119 -0.1919 0.3374
H -2.9168 -0.4494 -0.6017
O -3.2029 0.0723 0.1551
H 3.1011 3.2649 -0.2884
H 2.9650 2.5433 -1.6090
O 2.8290 2.4180 -0.6604
H -1.0733 -2.2757 -1.0538
H -1.2853 -2.0553 -2.5022
O -1.7739 -2.3301 -1.7131

Calculated values
Charge: +1
Molecular weight (g/mol): 131.20
Spin multiplicity: 2
Orbital gap (spin up / spin down) (eV): 10.05 / 4.69

=====

Record 9
Here is a cluster of 4 separate species, C2H13NO4 in total at a distorted geometry from the OMol25 dataset. Energies are from wB97M-V/def2-TZVPD.

Geometry (Å):
C 1.7969 1.9676 1.2026
N 0.5119 1.4896 1.8532
C -0.0203 0.2113 1.3711
O 0.7908 -0.9143 1.7446
H 1.9323 1.3907 0.3299
H 1.8354 3.0534 1.1121
H 2.6157 1.7948 1.8681
H 0.5696 1.5717 2.9042
H -0.0914 0.0899 0.2793
H -0.9632 0.0652 1.8201
H 1.3577 -0.6220 2.4695
O -2.1951 -1.2632 -1.0548
H -1.4269 -1.8342 -1.0792
H -3.0133 -1.6212 -1.3519
O 1.7882 -2.4347 -0.6649
H 1.7256 -2.1704 0.2681
H 2.6576 -1.9973 -0.9432
O -3.2603 0.0992 -4.2268
H -3.6950 0.2151 -3.2712
H -2.9162 0.9089 -4.6308

Calculated values
Molecular weight (g/mol): 115.13
SMILES string: CNCO.O.O.O
Orbital gap (eV): 9.94

=====

Record 10
Here is a cluster of 5 separate species, C2H13NO4 in total at a distorted geometry from the OMol25 dataset. Energies are from wB97M-V/def2-TZVPD.

Geometry (Å):
C -1.8413 -2.6262 -0.0367
C -1.0998 -2.0873 0.9755
N -0.4434 -0.9246 1.0581
H -1.7132 -2.4571 -1.0894
H -2.7836 -3.1158 0.3137
H -1.2566 -2.5715 2.0550
H 0.2755 -0.7574 0.4025
H -0.1985 -0.5937 1.9680
O -1.5594 0.7388 -1.3246
H -1.8400 0.2387 -0.4882
H -2.4661 0.7227 -1.6396
O 3.4138 2.1295 1.0295
H 3.5635 1.5179 1.7138
H 2.4629 2.2977 0.9482
O 1.2225 -0.2284 -1.9464
H 1.7894 0.1714 -1.3025
H 0.5414 -0.5693 -1.2261
O 0.7196 2.6633 -0.0543
H 1.2120 3.1822 -0.6896
H 0.0014 2.2691 -0.6668

Calculated values
Molecular weight (g/mol): 115.13
SMILES string: C=CN.O.O.O.O
Orbital gap (eV): 9.02

=====

Record 11
Here is a cluster of 2 separate species, C2H13NP5 in total at a distorted geometry from the OMol25 dataset. Energies are from wB97M-V/def2-TZVPD.

Geometry (Å):
C 1.4185 0.5399 -0.6321
C -0.8880 1.0276 -1.3067
N -0.0504 0.3587 -0.3695
P -0.3457 -2.0994 -2.4616
P 0.3876 -1.1046 2.3048
P 1.0235 2.1305 1.8555
P -0.7603 -1.9573 -0.3668
P -0.5052 0.6622 1.5203
H 1.6326 1.5295 -0.5400
H 2.0516 0.2201 0.2379
H 1.6521 0.0667 -1.6177
H -1.8675 1.1322 -1.0589
H -0.4666 1.9500 -1.6317
H -0.9753 0.3536 -2.1547
H -0.0257 -3.4413 -2.1238
H -1.6788 -2.3735 -2.6936
H -0.7313 -1.6169 3.1033
H 1.2703 -0.6853 3.4339
H 0.1264 3.0648 1.9887
H 0.8134 1.8010 3.2171
H -2.0812 -1.5586 -0.7044

Calculated values
Charge: +1
Molecular weight (g/mol): 206.00
Orbital gap (eV): 7.38

=====

Record 12
Here is a cluster of 5 separate species, C2H13O4S in total at a distorted geometry from the OMol25 dataset. Energies are from wB97M-V/def2-TZVPD.

Geometry (Å):
C 0.6953 2.0499 -1.0491
C -0.4106 1.4849 -0.1713
S -1.6746 0.5637 -1.1644
H 0.3200 2.7679 -1.7767
H 1.2346 1.2649 -1.5720
H 1.3733 2.5973 -0.3716
H -0.9393 2.2513 0.3983
H 0.0239 0.8297 0.5930
H -0.4013 -1.0514 -1.7738
H 1.0373 -1.3066 -2.1691
O 0.2770 -1.7828 -1.8169
H 2.2391 -1.1009 1.2371
H 2.6255 0.3741 1.4748
O 2.7193 -0.5120 1.8313
H -2.9753 0.2394 1.6018
H -2.6974 -0.9068 0.6795
O -3.1012 -0.7113 1.5413
H -0.6531 -2.5882 1.3463
H 0.0701 -2.0066 0.1565
O 0.2374 -2.4564 1.0049

Calculated values
Charge: -1
Molecular weight (g/mol): 133.19
Orbital gap (eV): 7.30

=====

Record 13
Here is a cluster of 6 separate species, C2H14BrO5 in total from the OMol25 dataset. Energies are from wB97M-V/def2-TZVPD.

Geometry (Å):
Br 0.8044 -0.3781 0.6134
C -2.6612 1.6493 -3.0610
C -1.8489 1.4921 -1.7788
O -0.5180 1.1287 -2.0862
H -2.6534 0.7524 -3.6817
H -2.2184 2.4231 -3.6963
H -3.6712 1.9648 -2.7996
H -2.2628 0.6792 -1.1756
H -1.8981 2.4641 -1.2758
H -0.1375 0.6895 -1.2995
O 3.2396 -1.3439 2.7225
H 2.5546 -0.9774 2.1185
H 3.1124 -0.8623 3.5451
O 4.0553 0.3693 -0.4365
H 4.1113 1.3131 -0.6128
H 3.1627 0.2487 -0.0549
O 0.3702 -3.7914 1.2401
H 0.4139 -2.9336 0.7770
H -0.5073 -4.1292 1.0362
O -1.0875 -0.5242 3.5844
H -1.7798 0.1432 3.5587
H -0.5803 -0.3773 2.7628

Calculated values
Charge: -1
Molecular weight (g/mol): 198.03
Orbital gap (eV): 9.12

=====

no.,calculated total energy (Eh)
1,-343.73754
2,-418.98806
3,-473.91158
4,-651.31299
5,-1447.20784
6,-364.45664
7,-762.65304
8,-762.30471
9,-439.65499
10,-439.63101
11,-1845.11723
12,-783.20823
13,-3034.92562